Record 1
ORCA calculation (ωB97M-V/def2-TZVPD) on C43H59N10O5TeTi as an isolated structure in a non-equilibrium geometry.

```
119
Properties=species:S:1:pos:R:3:forces:R:3:mulliken_spin:R:1
Ti -1.5850 -0.9113 0.0086 1.4 -0.5 0.1 0.848
N -2.1526 -1.7617 1.9640 -0.2 -0.2 0.3 -0.017
C -2.1570 -1.1157 3.2767 0.2 0.3 0.1 0.015
C -0.7795 -0.5599 3.6156 0.0 -0.3 0.1 -0.015
C 0.3121 -1.6339 3.6902 0.0 0.1 -0.1 0.002
C 0.9972 -2.0008 2.3465 -0.2 0.0 0.2 0.005
N 0.5511 -1.2219 1.1835 0.2 -0.1 -0.2 0.024
H -3.0954 -2.0547 1.7263 0.0 -0.2 0.2 0.006
H -1.5877 -2.6002 2.0147 -0.1 -0.3 0.0 0.015
H -2.4652 -1.8326 4.0498 0.0 0.1 0.0 -0.001
H -2.8765 -0.2957 3.2684 -0.1 -0.1 -0.1 0.001
H -0.8434 -0.0477 4.5794 0.0 0.0 0.0 0.001
H -0.5227 0.1750 2.8564 0.0 0.1 0.1 0.022
H -0.1150 -2.5392 4.1335 0.0 0.0 0.0 0.000
H 1.0829 -1.2935 4.3830 0.0 0.0 0.0 0.000
H 0.8124 -3.0512 2.1225 0.0 0.0 0.0 0.000
H 2.0810 -1.9006 2.4724 0.0 0.0 0.0 -0.001
H 0.9682 -1.6625 0.3640 0.1 0.1 0.0 0.003
H 0.9230 -0.2789 1.2250 -0.1 0.0 0.0 -0.028
N -3.7102 -3.7890 0.4609 0.1 0.1 -0.2 0.005
C -4.1822 -2.9480 -0.5181 -0.1 -0.1 0.0 -0.024
N -5.3290 -3.3231 -1.0797 -0.1 -0.1 0.0 0.096
C -5.7957 -2.4799 -2.0184 0.2 0.1 0.1 0.013
N -6.9033 -2.8922 -2.6975 -0.1 0.0 0.1 0.011
N -5.2503 -1.3378 -2.3654 -0.1 0.1 0.0 0.053
C -4.0885 -1.0173 -1.7420 -0.1 0.0 0.0 0.298
N -3.4894 -1.8369 -0.7949 -0.2 0.2 -0.2 0.083
C -3.4557 0.1906 -2.0938 0.0 -0.1 -0.1 0.086
C -4.1201 1.1561 -2.8969 0.0 0.0 -0.1 0.091
C -3.4945 2.3237 -3.2141 0.0 -0.1 0.1 0.035
C -2.1714 2.5309 -2.7626 0.0 0.0 -0.1 0.167
C -1.5842 1.5496 -1.9967 0.3 0.2 -0.1 -0.044
N -2.1751 0.4078 -1.6386 -0.8 0.2 -0.3 0.183
H -4.1930 -4.6736 0.4510 0.0 0.0 0.0 0.003
H -2.6958 -3.8448 0.4455 0.0 0.0 0.1 0.002
H -7.4251 -3.6428 -2.2810 0.0 0.0 0.0 0.002
H -7.4009 -2.1880 -3.2121 0.0 0.0 0.0 0.000
H -5.1228 0.9310 -3.2265 0.0 0.0 0.0 0.024
H -4.0016 3.0816 -3.7975 0.0 0.0 0.0 0.006
H -1.6346 3.4323 -3.0203 0.1 0.0 0.1 0.002
H -0.5710 1.6816 -1.6401 0.0 -0.1 0.0 -0.004
C 0.7728 -2.3879 -4.6054 0.1 0.1 0.1 0.001
N 0.0107 -1.9811 -3.4349 -0.1 -0.1 0.1 0.001
C -1.3321 -2.5262 -3.3162 0.0 0.0 0.1 -0.040
C 0.5693 -1.2572 -2.4556 0.1 0.0 -0.2 -0.012
C 1.9942 -0.8101 -2.6617 -0.1 0.0 0.1 0.002
O -0.0242 -0.8983 -1.4350 0.5 0.0 -0.2 0.061
H 0.1297 -2.9821 -5.2482 0.0 0.0 0.0 0.000
H 1.6363 -2.9932 -4.3244 0.0 0.0 -0.1 0.000
H 1.1190 -1.5217 -5.1714 0.0 0.0 0.0 0.000
H -1.2876 -3.6161 -3.2404 0.0 0.0 0.0 -0.002
H -1.7990 -2.1378 -2.4208 -0.1 0.0 -0.1 0.020
H -1.9269 -2.2496 -4.1879 0.0 0.0 0.0 0.004
H 2.6482 -1.6453 -2.9059 0.0 0.0 0.0 0.001
H 2.3297 -0.3563 -1.7346 0.0 0.0 0.0 -0.002
H 2.0334 -0.0735 -3.4666 0.1 0.0 0.0 0.000
C -2.7914 2.6555 1.5426 0.0 -0.2 -0.1 0.045
C -2.0949 1.4027 1.0401 -0.1 0.8 0.4 0.061
O -2.8542 0.3918 0.8054 -0.8 0.5 0.5 -0.025
N -0.8135 1.2700 0.8663 -0.1 -0.1 -0.2 0.361
Te 0.3826 3.1152 1.2898 0.5 0.3 0.0 0.412
C 1.5570 4.9372 0.5832 -0.2 -0.2 -0.1 0.114
C 1.2049 5.5771 -0.6054 -0.1 -0.1 0.0 -0.029
C 0.0528 5.1345 -1.4744 0.1 0.0 0.1 0.014
C 1.9480 6.6757 -1.0365 0.1 0.0 0.1 0.018
C 3.0227 7.1578 -0.3077 0.0 0.0 -0.1 -0.007
C 3.8235 8.3392 -0.7827 0.0 0.0 0.1 0.002
C 3.3346 6.5302 0.8924 0.0 0.0 0.0 0.018
C 2.6172 5.4324 1.3507 0.0 -0.1 0.2 -0.060
C 3.0026 4.8117 2.6684 0.0 0.0 -0.1 0.027
C 2.1411 1.9069 1.2420 0.0 0.0 0.0 0.060
C 2.8351 1.6901 0.0426 -0.1 0.1 0.0 -0.062
C 2.4337 2.3542 -1.2440 0.0 0.0 0.0 0.037
C 3.9455 0.8526 0.0402 0.0 0.0 0.0 -0.005
C 4.3931 0.2218 1.1914 0.0 0.0 0.0 0.002
C 5.5673 -0.7159 1.1675 -0.1 0.0 0.0 0.000
C 3.7204 0.4804 2.3769 0.0 0.0 -0.1 0.002
C 2.6096 1.3156 2.4257 -0.1 0.1 0.1 -0.008
C 1.9965 1.5760 3.7786 0.0 0.0 -0.1 -0.011
H -3.8625 2.4711 1.5788 0.0 0.0 0.0 0.000
H -2.5894 3.5019 0.8841 0.0 0.0 0.0 0.002
H -2.4280 2.9083 2.5406 0.0 0.0 0.0 0.002
H -0.5468 4.3679 -0.9877 -0.1 0.0 -0.1 0.050
H 0.4217 4.7280 -2.4195 0.0 0.0 0.0 -0.001
H -0.5929 5.9817 -1.7091 0.0 0.0 0.0 0.000
H 1.6751 7.1596 -1.9689 0.0 0.0 0.0 -0.002
H 3.5119 8.6482 -1.7793 0.0 0.0 0.0 0.000
H 4.8865 8.0964 -0.8122 0.0 0.0 0.0 0.000
H 3.6963 9.1857 -0.1056 0.0 0.0 0.0 -0.001
H 4.1565 6.9092 1.4920 0.0 0.0 0.0 0.004
H 3.5013 5.5402 3.3072 0.0 0.0 0.0 0.000
H 3.6821 3.9699 2.5134 0.0 0.0 0.0 -0.001
H 2.1181 4.4399 3.1859 0.1 0.0 0.1 -0.008
H 2.6754 3.4164 -1.2033 0.0 0.0 0.0 -0.001
H 1.3596 2.2615 -1.4069 0.0 0.0 -0.1 -0.006
H 2.9597 1.9210 -2.0939 0.0 0.0 0.0 -0.001
H 4.4729 0.6859 -0.8930 0.0 0.0 0.0 0.000
H 6.0472 -0.7231 0.1901 0.0 0.0 0.0 0.000
H 5.2449 -1.7340 1.3938 0.0 0.0 0.0 0.000
H 6.3035 -0.4255 1.9180 0.0 0.0 0.0 0.000
H 4.0687 0.0168 3.2944 0.0 0.0 0.0 0.000
H 2.1251 0.7118 4.4289 0.0 0.0 0.0 0.000
H 0.9367 1.8061 3.7070 0.0 0.0 0.1 -0.001
H 2.4946 2.4228 4.2561 0.0 0.0 0.0 0.004
O -1.2346 -4.8261 2.1907 0.0 0.3 0.0 0.000
C -0.8220 -5.7190 1.2382 0.1 0.0 -0.1 0.000
C -0.9230 -7.0815 1.4812 0.0 -0.1 0.0 0.000
C -0.4800 -7.9974 0.5416 0.0 0.1 0.1 0.000
C 0.0871 -7.5462 -0.6389 0.0 -0.1 -0.1 0.000
C 0.2012 -6.1858 -0.8655 0.0 0.1 0.0 0.000
C -0.2558 -5.2437 0.0513 -0.2 0.0 0.2 0.003
C -0.0808 -3.7737 -0.2829 0.0 0.2 -0.4 0.001
O 1.0174 -3.4298 -0.7281 0.0 -0.1 0.1 0.003
O -1.1048 -3.0097 -0.1460 0.3 -0.7 0.3 -0.020
H -1.5784 -5.3091 2.9491 0.0 0.0 0.0 0.000
H -1.3448 -7.4176 2.4229 0.0 0.0 0.0 0.000
H -0.5714 -9.0564 0.7420 0.0 0.0 0.0 0.000
H 0.4440 -8.2491 -1.3795 0.0 0.0 0.0 0.000
H 0.6663 -5.8235 -1.7733 0.0 0.0 0.0 0.000
```
Forces are in eV/Å.

Output
**Energy**: -3715.39188 a.u.
**Frontier orbital gap (spin up / spin down)**: 5.138 / 7.140 eV
**Charge**: 0
**2S+1**: 4
**Lowest unoccupied orbital energy (spin up / spin down)**: 0.466 / -0.738 eV
**Energy relative to the best compared isomer or geometry (same formula, charge and spin)**: 0.491 eV
**Highest occupied orbital energy (spin up / spin down)**: -4.6725 / -7.8777 eV
**<S²>**: 3.778


Record 2
ORCA calculation (ωB97M-V/def2-TZVPD) on C43H59N6O5P2S2SiV as an isolated structure in a non-equilibrium geometry.

```
119
Properties=species:S:1:pos:R:3:forces:R:3:mulliken_spin:R:1
V 2.8844 1.5464 0.1612 0.2 0.5 0.8 2.942
C -0.5596 3.9752 1.3625 0.0 -0.1 0.1 0.003
Si -0.5204 2.0872 1.2423 -0.1 0.1 -0.3 -0.004
C -2.2874 1.7156 0.4322 0.1 0.1 -0.1 0.003
C -3.4774 1.7927 1.1557 -0.1 0.0 0.1 0.001
C -4.7146 1.6494 0.5479 -0.1 0.0 0.0 0.000
C -4.8141 1.4325 -0.8218 0.0 0.0 0.0 0.000
C -3.6565 1.3609 -1.5756 0.1 0.0 0.0 0.000
C -2.4214 1.4945 -0.9427 0.0 -0.1 -0.1 -0.003
P -0.8396 1.4328 -1.7660 -0.1 0.0 -0.1 -0.002
C -0.8757 2.6703 -3.1354 0.0 -0.1 0.0 0.000
C 0.0576 2.4015 -4.3264 0.0 0.0 0.0 -0.004
C 1.4859 2.8544 -4.0441 0.0 -0.1 0.0 0.004
C 1.5598 4.3550 -3.6987 0.0 0.1 0.0 -0.001
C 0.1761 4.9620 -3.4654 0.0 0.0 0.0 -0.001
C -0.6450 4.0767 -2.5357 0.0 0.0 0.1 0.004
C -0.4676 -0.1898 -2.5098 0.2 0.2 0.0 -0.009
C -1.4865 -0.6420 -3.5766 0.0 0.0 -0.1 0.000
C -2.4332 -1.6953 -3.0128 0.0 0.0 0.0 0.000
C -1.6553 -2.9652 -2.6605 0.0 0.0 0.0 0.000
C -0.3139 -2.6388 -1.9753 0.0 0.0 0.0 -0.003
C -0.2968 -1.2284 -1.3992 0.0 0.0 0.1 0.023
C -1.0898 1.5193 3.0209 0.0 0.0 -0.1 0.001
C -1.5384 2.4612 3.9479 0.0 0.1 0.0 0.000
C -1.8890 2.1080 5.2414 0.0 0.0 0.0 0.000
C -1.7751 0.7905 5.6527 0.0 0.0 0.1 0.000
C -1.3258 -0.1625 4.7543 0.0 0.0 0.0 0.000
C -1.0056 0.1837 3.4426 0.0 -0.1 0.0 0.001
P -0.4374 -0.9769 2.1476 0.0 0.1 0.0 0.022
C -1.6647 -2.3890 2.1326 0.1 0.0 -0.1 -0.001
C -1.8882 -3.3376 3.3273 0.1 0.0 0.0 0.000
C -3.2736 -4.0014 3.2902 0.0 0.0 0.0 0.000
C -3.7156 -4.2567 1.8560 0.0 0.0 0.0 0.000
C -3.9181 -2.9216 1.1230 0.0 0.0 0.0 0.000
C -3.0162 -1.8199 1.6891 0.0 0.1 0.0 0.001
C 1.2049 -1.6125 2.7354 0.0 0.0 0.0 0.035
C 1.3417 -2.1955 4.1506 0.0 0.1 0.0 0.004
C 2.6656 -2.9469 4.2608 0.0 0.0 0.0 0.000
C 2.6384 -4.2146 3.3954 0.0 0.0 0.0 0.000
C 1.7732 -4.0219 2.1415 0.0 0.0 0.0 0.001
C 1.8044 -2.5712 1.6786 0.0 0.0 -0.1 -0.013
H -1.5932 4.3274 1.3193 0.0 0.0 0.0 0.001
H -0.0024 4.4222 0.5438 0.0 0.0 -0.1 -0.002
H -0.1112 4.3344 2.2876 0.0 0.0 0.0 0.000
H -3.4401 1.9540 2.2248 0.0 0.0 0.1 0.000
H -5.6142 1.7032 1.1493 0.0 0.0 0.0 0.000
H -5.7822 1.3254 -1.2934 0.0 0.0 0.0 0.000
H -3.7178 1.2026 -2.6466 0.0 0.0 0.0 0.000
H -1.9075 2.6024 -3.5003 0.0 0.0 0.0 0.000
H -0.3382 2.9471 -5.1885 0.0 0.0 0.0 0.001
H 0.0375 1.3473 -4.6085 0.0 0.0 0.0 0.000
H 2.1167 2.6293 -4.9078 0.0 0.0 0.0 0.000
H 1.8559 2.2798 -3.1948 0.0 0.0 0.0 0.001
H 2.0722 4.9085 -4.4895 0.0 0.0 0.0 0.000
H 2.1523 4.4797 -2.7888 0.0 0.0 0.0 0.000
H -0.3477 5.1012 -4.4167 0.0 0.0 0.0 0.000
H 0.2796 5.9548 -3.0226 0.0 0.0 0.0 0.000
H -1.6058 4.5400 -2.3019 0.0 0.0 0.0 0.000
H -0.1042 3.9794 -1.5922 0.0 0.0 0.0 -0.005
H 0.5134 -0.0341 -2.9722 -0.1 0.0 0.0 -0.003
H -0.9407 -1.0837 -4.4157 0.0 0.0 0.0 0.000
H -2.0428 0.2033 -3.9916 0.0 0.0 0.0 0.000
H -3.2220 -1.9201 -3.7348 0.0 0.0 0.0 0.000
H -2.9286 -1.3002 -2.1221 0.0 0.0 0.0 0.000
H -1.4653 -3.5365 -3.5728 0.0 0.0 0.0 0.000
H -2.2705 -3.6020 -2.0217 0.0 0.0 0.1 0.000
H 0.5058 -2.7461 -2.6883 0.0 0.0 0.0 0.001
H -0.1107 -3.3587 -1.1795 0.0 0.0 0.0 0.000
H 0.6386 -1.0225 -0.8746 -0.1 0.0 0.0 0.023
H -1.0833 -1.1145 -0.6468 0.0 0.0 0.0 -0.001
H -1.6078 3.5029 3.6622 0.0 0.0 0.0 0.000
H -2.2298 2.8674 5.9353 0.0 0.0 0.0 0.000
H -2.0182 0.5075 6.6696 0.0 0.0 0.0 0.000
H -1.2080 -1.1802 5.0941 0.0 0.0 0.0 0.000
H -1.2938 -2.9950 1.2923 0.0 0.0 0.0 0.000
H -1.7839 -2.8105 4.2720 0.0 0.0 0.0 0.000
H -1.1220 -4.1155 3.3175 0.0 0.0 0.0 0.000
H -4.0091 -3.3529 3.7754 0.0 0.0 0.0 0.000
H -3.2527 -4.9297 3.8667 0.0 0.0 0.0 0.000
H -4.6324 -4.8504 1.8297 0.0 0.0 0.0 0.000
H -2.9485 -4.8509 1.3498 0.0 0.0 0.0 0.000
H -4.9635 -2.6075 1.1921 0.0 0.0 0.0 0.000
H -3.7035 -3.0505 0.0602 0.0 0.0 -0.1 0.000
H -3.4876 -1.3388 2.5512 0.0 0.0 0.0 0.000
H -2.8809 -1.0320 0.9472 0.0 0.1 -0.1 0.000
H 1.7968 -0.6888 2.7144 0.0 0.0 0.0 0.027
H 0.5274 -2.8856 4.3830 0.0 0.0 0.0 0.000
H 1.2920 -1.3866 4.8811 0.0 0.0 0.0 0.000
H 2.8856 -3.2028 5.2998 0.0 0.0 0.0 0.000
H 3.4673 -2.2828 3.9272 0.0 0.0 0.0 0.000
H 2.2501 -5.0533 3.9811 0.0 0.0 0.0 0.000
H 3.6565 -4.4834 3.1051 0.0 0.0 0.0 0.000
H 0.7400 -4.3060 2.3535 0.0 0.0 0.0 0.000
H 2.1130 -4.6822 1.3406 0.0 0.0 0.0 0.000
H 1.2789 -2.4664 0.7244 0.0 0.0 0.0 0.000
H 2.8401 -2.2851 1.4783 0.0 0.0 0.0 -0.003
O 1.9238 3.2467 3.5116 0.0 0.0 0.1 0.002
S 2.2798 2.6305 2.2747 -0.1 0.0 0.5 0.023
O 2.3979 3.5035 1.0948 0.1 0.2 0.0 -0.008
O 1.1656 1.6058 1.7944 0.3 0.1 -0.2 -0.047
O 3.4703 1.7557 2.2853 0.1 -0.1 0.3 0.009
O 1.4327 1.6735 -1.1041 -0.6 0.2 -0.8 -0.203
N 0.1257 1.8013 -0.5355 -0.2 -0.3 0.4 0.022
N 3.3892 -0.2841 -0.5399 0.0 -1.1 -0.1 -0.016
C 3.5924 -1.3235 -1.0397 -0.1 0.4 0.1 0.111
N 3.9373 -2.4377 -1.5576 0.3 -0.3 0.3 0.030
C 3.3496 -2.9556 -2.6079 -0.1 0.0 -0.2 -0.002
N 2.8996 -3.4726 -3.5432 0.0 0.0 -0.1 0.010
S 4.8726 2.7068 -0.6566 0.2 0.2 -0.3 -0.050
C 5.1381 2.2187 -2.2331 -0.2 -0.3 0.1 0.036
N 4.4598 1.1311 -2.7341 0.2 0.1 -0.9 0.017
C 4.6256 0.6584 -3.9928 0.0 0.3 0.6 -0.004
C 5.4954 1.2911 -4.8279 0.0 0.1 0.2 0.009
C 6.1674 2.4047 -4.2778 -0.1 0.0 0.4 0.005
N 6.0121 2.8507 -3.0487 0.3 0.0 -0.8 -0.002
H 3.8377 0.6566 -2.0773 -0.1 -0.1 0.0 0.009
H 4.0481 -0.2159 -4.2564 -0.1 -0.1 0.0 0.001
H 5.6663 0.9551 -5.8370 0.0 0.0 0.0 0.002
H 6.8743 2.9523 -4.8921 0.0 0.0 0.0 0.000
```
Forces are in eV/Å.

Output
**Energy**: -5091.47748 a.u.
**Frontier orbital gap (spin up / spin down)**: 5.932 / 7.110 eV
**Charge**: -1
**2S+1**: 4
**Lowest unoccupied orbital energy (spin up / spin down)**: 1.786 / 1.785 eV
**Energy relative to the best compared isomer or geometry (same formula, charge and spin)**: 0.000 eV
**Highest occupied orbital energy (spin up / spin down)**: -4.1457 / -5.3241 eV
**<S²>**: 3.761